An isolated molecule of C18H21N3O2S at a distorted geometry, computed with the ωB97M-V functional and the def2-TZVPD basis.

Values from the calculation:
structure (SMILES)	CCn1cc(CN(C)S(=O)(=O)c2ccc3ccccc3c2)c(C)n1
LUMO	0.20	eV
energy above the lowest of the compared OMol25 structures with the same formula, charge and spin	2.0934	eV
E	-1411.4337	hartree

XYZ file:
```
45
Properties=species:S:1:pos:R:3:forces:R:3
C 2.488398 -5.126869 -0.144236 0.01 0.10 -0.23
C 2.531011 -4.360171 -1.463954 0.31 -0.44 0.23
N 1.408068 -3.470978 -1.585517 -0.18 0.63 0.06
C 1.218364 -2.304084 -0.944930 -0.20 0.06 -0.16
C -0.026349 -1.835835 -1.315279 0.20 -0.12 -0.04
C -0.706437 -0.596489 -0.833899 0.27 0.10 -0.22
N -1.196847 -0.694954 0.530817 0.56 0.35 0.83
C -2.074918 -1.797706 0.833762 -0.16 -0.28 0.32
S -0.141457 -0.169274 1.711798 -0.32 0.22 -0.24
O 1.230910 -0.487891 1.418918 -0.11 0.20 -0.23
O -0.670350 -0.581014 2.979698 -0.23 0.07 -0.06
C -0.355191 1.597190 1.532058 0.51 -0.47 -0.06
C -1.623697 2.125764 1.799499 -0.36 0.34 0.08
C -1.834919 3.468750 1.665845 -0.04 -0.37 0.06
C -0.787558 4.326738 1.259872 0.36 -0.07 -0.08
C -0.974946 5.717093 1.114487 0.05 0.16 -0.04
C 0.057194 6.524916 0.725144 -0.25 -0.01 0.07
C 1.324536 5.981681 0.462097 0.20 -0.18 -0.03
C 1.540187 4.637995 0.592232 0.06 0.15 -0.04
C 0.496347 3.778426 0.992818 -0.36 0.15 0.09
C 0.683742 2.386764 1.140184 0.04 -0.28 0.05
C -0.523697 -2.820638 -2.198239 0.30 0.18 0.25
C -1.825941 -2.841092 -2.918084 0.10 0.00 0.02
N 0.361748 -3.792546 -2.343746 -0.31 -0.58 -0.49
H 3.345192 -5.791122 -0.071126 0.09 -0.08 0.05
H 2.507016 -4.435426 0.694912 0.02 0.02 0.10
H 1.578964 -5.719733 -0.086220 -0.07 -0.05 0.02
H 3.454127 -3.776596 -1.530258 -0.11 -0.06 -0.09
H 2.479865 -5.051590 -2.307628 0.04 0.18 0.05
H 1.937849 -1.881837 -0.274329 0.20 0.02 0.13
H -1.558827 -0.360584 -1.480680 0.11 0.07 0.06
H -0.011952 0.247269 -0.843237 -0.13 0.04 -0.28
H -1.662237 -2.757886 0.507626 -0.01 0.04 0.00
H -3.039040 -1.635805 0.346556 0.01 0.00 0.00
H -2.207131 -1.814290 1.912520 -0.20 -0.16 -0.05
H -2.401175 1.449038 2.115131 -0.21 0.02 0.04
H -2.805448 3.896973 1.870240 -0.10 0.00 0.03
H -1.951106 6.132848 1.318472 -0.09 0.05 0.02
H -0.094837 7.588720 0.617697 -0.05 0.08 0.00
H 2.127640 6.635842 0.156707 0.08 0.02 -0.02
H 2.512576 4.212262 0.392910 0.11 -0.02 -0.03
H 1.647661 1.938698 0.951733 0.14 -0.02 -0.04
H -2.655776 -2.825232 -2.212758 -0.12 -0.01 -0.02
H -1.915057 -1.973341 -3.570965 -0.09 0.01 -0.07
H -1.886504 -3.743983 -3.518647 -0.07 -0.03 -0.05
```
Positions in Å, forces in eV/Å.

Atomic partial charges in e from the Löwdin method, atoms 1 to 6: atom 1 (C): -0.07, atom 2 (C): -0.19, atom 3 (N): -0.17, atom 4 (C): -0.01, atom 5 (C): -0.17, atom 6 (C): -0.15

=====

An isolated molecule of C18H21N3O3 at a distorted geometry, computed with the ωB97M-V functional and the def2-TZVPD basis.

Values from the calculation:
structure (SMILES)	CCOC(=O)c1c(C)nc(-c2ccccc2)nc1NC(=O)C(C)C
LUMO	-0.43	eV
energy above the lowest of the compared OMol25 structures with the same formula, charge and spin	12.1727	eV
E	-1088.1204	hartree

XYZ file:
```
45
Properties=species:S:1:pos:R:3:forces:R:3
C -4.889983 -2.041792 -1.277580 -4.47 0.35 -4.46
C -4.383620 -1.186193 -0.181854 -8.42 0.84 0.66
O -3.127076 -1.002579 -0.384869 5.60 0.58 0.86
C -2.326116 -1.836498 0.285359 0.43 -3.56 0.76
O -2.736342 -2.924290 0.865644 2.23 5.87 -2.65
C -0.885643 -1.315193 -0.007101 -3.67 -8.69 1.83
C 0.103224 -2.285234 0.075938 5.66 -1.52 1.73
C -0.131166 -3.727213 0.305136 -5.99 1.95 2.66
N 1.474455 -2.028786 0.101385 -3.51 4.84 -0.32
C 1.701754 -0.499401 0.005179 2.79 -4.76 -1.15
C 3.209306 -0.172304 -0.109348 -3.41 -9.49 2.52
C 4.080428 -1.353902 0.064531 5.01 5.72 -1.24
C 5.526415 -0.997105 -0.034793 -3.44 3.17 -1.14
C 5.859208 0.490001 -0.246221 1.57 -5.17 0.72
C 4.836952 1.334957 -0.351893 2.91 2.76 0.96
C 3.564237 1.051061 -0.145678 -0.54 1.36 -1.17
N 0.773240 0.383468 -0.189165 4.32 -2.49 -0.06
C -0.384448 -0.179577 -0.131115 -2.47 13.92 0.11
N -1.258192 1.150733 -0.026477 -4.55 -12.64 -1.03
C -0.971067 2.393052 -0.190087 -1.10 0.26 2.51
O 0.083901 2.817593 0.110449 4.12 2.95 -0.51
C -2.185925 3.109522 -0.034605 -4.51 8.65 -0.62
C -2.878628 3.210274 1.395249 3.07 4.88 -1.23
C -1.877478 4.806136 -0.462582 -2.98 -2.03 4.17
H -4.515626 -3.036641 -1.291202 1.25 -0.56 -0.12
H -6.059664 -2.367981 -1.300886 2.40 1.46 0.65
H -4.800215 -1.481055 -2.368645 0.18 -1.63 2.70
H -4.911411 -0.132602 -0.213870 0.84 -2.00 0.24
H -4.674622 -1.737114 0.734266 0.64 0.80 0.03
H -0.953069 -3.969013 -0.358768 0.28 -1.23 -0.04
H -0.454720 -4.068451 1.427423 -0.25 1.70 -2.34
H 0.682597 -4.238008 0.403743 5.22 -3.06 -1.28
H 3.860332 -2.331957 0.289367 -1.11 -1.81 0.08
H 6.285564 -1.712820 -0.254295 0.44 -0.59 0.68
H 6.933274 0.859044 -0.204827 -1.56 -0.72 -0.35
H 5.117347 2.334361 -0.290261 0.38 1.96 -0.51
H 2.730180 1.627709 -0.205734 -1.68 2.91 -0.04
H -2.248322 0.624879 -0.096778 2.31 3.31 -0.13
H -3.051157 2.932819 -0.643047 0.09 -0.97 -1.08
H -2.032584 3.783272 1.968990 -1.72 -1.89 0.01
H -3.772088 3.920470 1.444743 1.18 -1.09 -0.63
H -3.149783 2.251024 1.538266 -0.76 -3.12 2.01
H -1.532657 4.742475 -1.354842 2.88 -0.76 -6.07
H -2.755934 5.497253 -0.732468 0.84 -1.04 1.77
H -1.032744 5.125782 0.135560 -0.49 0.57 0.49
```
Positions in Å, forces in eV/Å.

Atomic partial charges in e from the Löwdin method, atoms 1 to 6: atom 1 (C): -0.09, atom 2 (C): -0.37, atom 3 (O): -0.03, atom 4 (C): -0.25, atom 5 (O): 0.06, atom 6 (C): -0.04

=====

An isolated molecule of C18H21N3O4 at a distorted geometry, computed with the ωB97M-V functional and the def2-TZVPD basis.

Values from the calculation:
structure (SMILES)	COc1ccc(NC(=O)N2CCC(NC(=O)c3ccco3)CC2)cc1
LUMO	0.75	eV
energy above the lowest of the compared OMol25 structures with the same formula, charge and spin	1.6971	eV
E	-1163.7660	hartree

XYZ file:
```
46
Properties=species:S:1:pos:R:3:forces:R:3
C 0.038047 -2.441230 -5.582719 0.14 -0.08 -0.10
O -1.002205 -1.832560 -4.857777 -0.21 0.12 0.16
C -0.679106 -1.051834 -3.788305 -0.03 0.09 0.12
C 0.614104 -0.790679 -3.349864 -0.11 -0.17 -0.34
C 0.821292 0.015229 -2.244404 -0.24 0.14 0.26
C -0.248958 0.574204 -1.556808 -0.05 -0.25 -0.40
N 0.011408 1.398702 -0.454641 0.42 0.25 0.12
C -0.800787 1.750194 0.599575 -0.06 -0.19 -0.25
O -0.643221 2.826712 1.152865 0.09 0.33 0.31
N -1.744929 0.847119 1.003352 -0.09 0.21 -0.12
C -2.569123 1.243146 2.128879 -0.10 0.34 0.16
C -1.870436 0.947478 3.469084 0.09 0.00 -0.20
C -0.902952 -0.228367 3.302392 -0.16 -0.51 0.25
N 0.378580 0.265070 2.827348 -0.01 0.25 0.04
C 1.382862 -0.533888 2.407147 -0.19 0.40 0.16
O 1.394492 -1.747304 2.519443 0.13 -0.13 -0.04
C 2.489581 0.201751 1.767175 0.93 -0.78 -0.48
C 3.624264 -0.277078 1.165090 -0.78 0.09 0.46
C 4.311362 0.850794 0.666175 -0.22 0.51 0.05
C 3.548689 1.930186 0.998826 0.70 -0.11 -0.42
O 2.448160 1.551169 1.660437 -0.42 0.06 0.28
C -1.506774 -1.226069 2.304042 0.17 0.10 0.03
C -1.561936 -0.590444 0.906478 0.05 -0.45 -0.04
C -1.543909 0.331257 -2.011728 0.16 0.04 -0.07
C -1.753036 -0.476131 -3.107523 0.14 -0.16 -0.16
H 0.704680 -1.697627 -6.031805 -0.01 -0.03 0.03
H -0.448122 -3.010799 -6.373174 0.09 0.02 0.04
H 0.622233 -3.121427 -4.954429 -0.01 0.03 -0.02
H 1.470071 -1.207461 -3.856041 0.06 -0.06 -0.07
H 1.829487 0.211629 -1.908619 0.11 -0.01 0.09
H 0.797965 2.026281 -0.555572 -0.19 -0.02 0.12
H -2.778058 2.309349 2.037633 -0.09 -0.15 0.03
H -3.507754 0.689058 2.051333 0.01 0.04 0.02
H -2.618005 0.708912 4.225519 0.02 -0.01 0.04
H -1.320331 1.827220 3.804536 -0.03 0.04 0.07
H -0.740842 -0.734489 4.262885 -0.08 0.08 -0.14
H 0.457821 1.257827 2.660681 0.07 0.02 -0.01
H 3.912250 -1.305378 1.098011 -0.01 -0.25 0.03
H 5.241590 0.858911 0.136189 0.19 0.08 -0.11
H 3.679654 2.981131 0.828982 -0.07 0.15 0.05
H -2.502505 -1.498987 2.654302 -0.06 -0.01 0.03
H -0.893697 -2.124904 2.265707 -0.13 0.00 -0.01
H -0.629515 -0.797591 0.381901 -0.12 -0.01 0.05
H -2.381449 -1.028211 0.324342 0.14 -0.03 -0.02
H -2.380577 0.789648 -1.508511 -0.10 0.02 0.05
H -2.750366 -0.670521 -3.468411 -0.13 -0.02 -0.04
```
Positions in Å, forces in eV/Å.

Atomic partial charges in e from the Löwdin method, atoms 1 to 6: atom 1 (C): -0.09, atom 2 (O): -0.09, atom 3 (C): -0.28, atom 4 (C): -0.02, atom 5 (C): -0.01, atom 6 (C): -0.27

=====

A structure of composition C18H21N4O4SSiY at a distorted geometry, computed with the ωB97M-V functional and the def2-TZVPD basis.

Values from the calculation:
LUMO	0.14	eV
E	-1944.4977	hartree

XYZ file:
```
50
Properties=species:S:1:pos:R:3:forces:R:3
Y -0.073555 -0.395526 0.123308 2.64 -0.84 -0.05
O 0.057164 -0.607195 -2.103037 -0.25 -0.03 0.58
N 1.205604 -0.934455 -2.682578 0.50 0.11 -0.05
C 1.162625 -1.778819 -3.731047 -0.18 -0.08 -0.21
C 2.296056 -2.139992 -4.403791 0.06 -0.01 0.01
C 3.519208 -1.604412 -3.995529 -0.03 0.09 0.09
C 3.550209 -0.747739 -2.923223 -0.05 -0.11 -0.12
C 2.380199 -0.412312 -2.224684 -0.14 0.01 0.03
S 2.406394 0.595937 -0.842235 -0.26 0.23 0.30
H 0.172451 -2.120672 -3.992222 -0.02 0.02 0.10
H 2.227562 -2.831533 -5.229728 -0.04 0.02 -0.01
H 4.432757 -1.861441 -4.513870 0.00 -0.01 0.00
H 4.471193 -0.311975 -2.566659 0.02 -0.03 0.00
N -0.851318 -0.233595 3.607971 0.02 0.06 -0.11
C -0.150232 0.921396 3.430314 0.07 0.00 0.05
C -0.092047 1.873768 4.462631 0.06 0.11 0.03
C 0.622443 3.030103 4.271944 -0.08 -0.16 -0.04
C 1.277117 3.234770 3.056961 0.03 0.07 0.01
C 1.156631 2.268149 2.090462 0.04 0.12 -0.09
N 0.451590 1.132968 2.246642 -0.32 -0.41 -0.33
H -1.149185 -0.446473 4.543242 -0.04 0.01 0.02
H -0.602246 -1.039178 3.055200 0.02 -0.06 0.05
H -0.597221 1.675370 5.398383 -0.01 -0.01 -0.01
H 0.679099 3.767705 5.061499 0.01 0.00 0.00
H 1.858078 4.126419 2.874682 0.00 -0.02 -0.05
H 1.635197 2.396264 1.126703 0.00 -0.02 0.01
C -3.590415 1.260073 0.949885 -0.03 -0.20 -0.24
Si -2.783447 -0.385740 0.392948 -1.69 0.04 0.38
C -3.497325 -1.683196 1.620908 0.14 0.09 -0.07
C -3.590134 -0.937040 -1.247309 0.03 0.13 0.15
C -3.176565 -2.140329 -1.826420 -0.01 0.07 0.02
C -3.766524 -2.628325 -2.981517 0.01 -0.06 -0.04
C -4.782589 -1.909998 -3.598955 0.00 0.00 0.01
C -5.197735 -0.705551 -3.051128 -0.03 0.02 -0.04
C -4.607618 -0.229638 -1.887377 0.05 0.04 0.02
H -4.662887 1.135638 1.124330 -0.01 0.03 -0.01
H -3.456011 2.050204 0.206362 -0.01 0.01 0.02
H -3.139378 1.605001 1.883312 0.02 -0.03 0.01
H -4.569747 -1.801151 1.446872 0.00 0.01 -0.03
H -3.361523 -1.381147 2.662211 0.07 0.04 -0.02
H -3.027696 -2.662259 1.496293 -0.04 -0.01 0.00
H -2.373502 -2.708028 -1.361073 -0.03 -0.05 -0.03
H -3.437356 -3.570998 -3.402754 0.00 0.00 0.00
H -5.248224 -2.288973 -4.499967 0.01 0.00 -0.01
H -5.985807 -0.135868 -3.529044 0.00 -0.01 0.00
H -4.945144 0.712945 -1.468765 -0.03 -0.02 -0.02
O 1.534304 -3.980335 1.385285 -0.25 0.48 -0.16
N 1.038737 -2.951031 1.006657 0.28 -0.49 0.14
O 1.155993 -2.526892 -0.180555 -0.38 0.31 0.06
O 0.354800 -2.203793 1.791554 -0.16 0.52 -0.36
```
Positions in Å, forces in eV/Å.

Atomic partial charges in e from the Löwdin method, atoms 1 to 6: atom 1 (Y): 1.33, atom 2 (O): -0.31, atom 3 (N): -0.21, atom 4 (C): -0.01, atom 5 (C): -0.05, atom 6 (C): -0.06